ORCA calculation (wB97M-V/def2-TZVPD) on a structure of composition C11H15N5OS2.

Output
Charge: 0
Relative energy (zero: lowest compared OMol25 entry of this formula, charge and spin), kcal per mole: 291.68

Each line ends with the Löwdin charge.
Cartesian coordinates (Å):
C: 0.080 -2.018 -4.064  0.001
H: -0.736 -2.411 -3.567  0.002
H: 0.068 -2.337 -5.236  0.110
H: 1.035 -2.163 -3.655  0.021
C: -0.181 -0.219 -4.028  -0.015
C: -0.046 0.104 -2.568  -0.297
N: 1.002 0.073 -1.769  0.046
N: 0.829 0.798 -0.758  0.033
C: -0.440 1.001 -0.724  -0.476
N: -1.110 0.596 -1.963  -0.034
C: -2.248 0.611 -2.338  -0.423
C: -2.968 -0.611 -2.314  -0.090
H: -4.344 -0.417 -2.360  0.189
H: -2.812 -1.319 -1.490  0.066
H: -2.779 -1.143 -3.215  0.041
H: -2.540 1.065 -3.176  0.093
H: -3.085 1.296 -1.502  0.201
S: -1.466 1.476 0.689  0.961
C: -1.730 -0.021 1.356  -0.516
C: -0.897 -1.270 0.985  -0.513
O: -1.328 -1.881 0.198  0.200
N: 0.489 -1.354 1.440  0.149
C: 1.181 -0.375 2.060  -0.865
N: 0.651 0.425 2.958  0.056
C: 1.779 1.511 3.348  -0.145
C: 2.836 0.969 3.055  -0.542
S: 2.680 -0.278 2.082  1.125
H: 3.907 1.380 3.367  0.142
H: 1.295 2.017 4.265  0.141
H: 0.870 -1.945 0.851  0.070
H: -1.465 0.172 2.485  0.089
H: -2.821 -0.147 1.360  0.080
H: -0.969 -0.161 -4.560  0.016
H: 0.683 0.090 -4.547  0.085

ORCA calculation (wB97M-V/def2-TZVPD) on an isolated molecule of C11H15NO.

Output
Charge: 0
SMILES: CC[C@H]1CC[C@@H](c2cccnc2)O1
Relative energy (zero: lowest compared OMol25 entry of this formula, charge and spin), kcal per mole: 19.87

Each line ends with the Löwdin charge.
Cartesian coordinates (Å):
C: -4.279 0.998 -0.289  -0.117
C: -2.775 1.189 -0.186  -0.197
C: -2.222 -0.081 0.541  -0.372
C: -2.269 -1.378 -0.302  -0.102
C: -0.771 -1.431 -0.781  -0.107
C: -0.023 -0.897 0.434  -0.283
C: 1.320 -0.253 0.132  -0.153
C: 1.533 1.072 0.023  -0.028
C: 2.814 1.565 -0.253  -0.055
C: 3.899 0.713 -0.242  -0.163
N: 3.718 -0.586 -0.058  0.051
C: 2.480 -1.058 0.133  -0.078
O: -0.900 0.106 0.950  -0.072
H: -4.562 -0.068 -0.683  0.094
H: -4.803 1.751 -0.958  0.084
H: -4.735 1.011 0.735  0.080
H: -2.409 1.975 0.506  0.124
H: -2.277 1.305 -1.094  0.086
H: -2.836 -0.177 1.449  0.142
H: -2.524 -2.186 0.409  0.121
H: -2.966 -1.297 -1.150  0.105
H: -0.455 -2.485 -1.138  0.149
H: -0.682 -0.763 -1.587  0.095
H: 0.163 -1.782 1.123  0.166
H: 0.759 1.775 0.201  0.108
H: 2.918 2.674 -0.237  0.114
H: 4.942 0.994 -0.352  0.103
H: 2.400 -2.105 0.334  0.106

ORCA calculation (wB97M-V/def2-TZVPD) on a cluster of 2 separate species, C11H15NO3 in total.

Output
Charge: 0
Relative energy (zero: lowest compared OMol25 entry of this formula, charge and spin), kcal per mole: 41.86
2S+1: 3

Each line ends with the Löwdin charge.
Cartesian coordinates (Å):
C: 0.267 0.640 -3.970  -0.074
C: -0.193 1.389 -2.890  -0.051
C: 1.083 -0.468 -3.776  -0.067
C: 0.050 0.936 -1.586  -0.022
C: 1.299 -0.837 -2.466  -0.027
C: 0.684 -0.251 -1.343  -0.198
C: -2.838 0.794 2.610  -0.027
C: 2.470 -0.648 0.316  -0.020
C: -0.252 0.986 2.195  0.045
C: -1.335 0.412 2.737  -0.456
C: 1.063 -0.752 -0.045  -0.281
N: 0.252 -1.269 0.812  -0.298
O: 0.374 -1.832 1.858  0.070
O: -1.078 -1.343 0.288  0.063
O: -1.289 -0.602 3.696  -0.013
H: -0.029 0.890 -4.952  0.090
H: -0.826 2.189 -3.030  0.077
H: 1.473 -0.941 -4.580  0.071
H: -0.269 1.487 -0.710  0.098
H: 1.836 -1.833 -2.338  0.140
H: -3.498 0.363 3.388  0.082
H: -3.013 1.928 2.749  0.102
H: -3.093 0.523 1.549  0.080
H: 3.151 -1.301 -0.334  0.116
H: 2.580 -1.012 1.407  0.115
H: 2.772 0.336 0.357  0.059
H: 0.732 0.461 2.477  0.108
H: -0.267 1.627 1.368  0.038
H: -1.634 -0.747 0.831  0.076
H: -0.472 -1.123 3.379  0.104

ORCA calculation (wB97M-V/def2-TZVPD) on an isolated molecule of C11H16.

Output
Charge: 0
Relative energy (zero: lowest compared OMol25 entry of this formula, charge and spin), kcal per mole: 0.00
2S+1: 3

Each line ends with the Löwdin charge.
Cartesian coordinates (Å):
C: 0.925 1.238 -1.216  -0.029
C: -0.428 1.508 -1.156  -0.012
C: 1.008 1.194 1.137  -0.019
C: -0.307 1.517 1.196  0.027
C: 1.291 0.367 -0.136  -0.417
C: -0.960 0.733 -0.028  -0.486
C: -0.139 -0.628 -0.043  -0.359
C: 2.604 -0.353 -0.023  -0.045
C: -2.440 0.698 0.136  -0.061
C: -0.219 -1.548 1.154  -0.038
C: -0.471 -1.503 -1.227  -0.034
H: 1.450 1.704 -2.015  0.112
H: -0.813 2.218 -1.845  0.112
H: 1.893 1.239 1.724  0.098
H: -1.006 1.992 1.882  0.107
H: 2.534 -1.154 0.732  0.077
H: 3.543 0.129 0.291  0.081
H: 2.700 -0.934 -1.003  0.107
H: -2.859 -0.100 0.906  0.117
H: -2.894 0.424 -0.835  0.077
H: -2.818 1.760 0.386  0.106
H: 0.063 -2.464 0.805  0.034
H: -1.258 -1.686 1.559  0.100
H: 0.392 -1.142 1.984  0.095
H: 0.122 -2.456 -1.162  0.105
H: -0.451 -0.951 -2.149  0.082
H: -1.462 -1.803 -1.055  0.066

ORCA calculation (wB97M-V/def2-TZVPD) on a structure of composition C11H16BClIN4O2S.

Output
Charge: +1

Each line ends with the Löwdin charge.
Cartesian coordinates (Å):
C: -2.471 -1.228 2.364  -0.106
C: -1.320 -0.130 2.596  -0.259
N: -1.153 0.616 1.322  0.007
C: 0.193 0.610 0.764  -0.328
B: 0.195 2.041 -0.072  -0.500
N: 0.270 2.143 -1.539  0.151
O: 0.157 3.242 0.685  0.111
C: 1.443 0.817 1.681  -0.448
S: 1.529 1.709 3.263  0.887
N: 2.515 0.269 1.160  0.124
C: 2.240 -0.371 -0.163  -0.804
O: 2.852 -1.654 -0.170  -0.223
Cl: 2.964 0.470 -1.587  0.787
C: 0.655 -0.644 -0.111  -0.510
I: 0.569 -2.621 0.902  1.163
C: -0.109 -0.961 -1.415  -0.268
C: 0.529 -1.528 -2.625  -0.018
C: -0.351 -1.792 -3.743  -0.135
N: -1.681 -1.609 -3.871  0.053
C: -2.291 -1.057 -2.794  -0.108
C: -1.543 -0.742 -1.596  -0.030
H: -3.381 -1.016 2.973  0.073
H: -2.076 -2.241 2.660  0.045
H: -2.720 -1.322 1.273  0.061
H: -0.428 -0.707 2.931  0.062
H: -1.707 0.537 3.404  0.118
H: -1.575 1.543 1.340  0.130
H: 1.076 2.699 -1.847  0.076
H: -0.585 2.520 -1.954  0.103
H: 0.767 3.876 0.270  0.121
H: 1.990 2.946 2.847  -0.061
H: 3.424 0.303 1.637  0.186
H: 3.734 -1.591 0.243  0.120
H: 1.623 -1.742 -2.653  0.094
H: 0.155 -2.228 -4.643  0.117
H: -3.383 -0.849 -2.800  0.117
H: -2.106 -0.311 -0.732  0.091

ORCA calculation (wB97M-V/def2-TZVPD) on a structure of composition C11H16BClN6Sn.

Output
Charge: +2
Relative energy (zero: lowest compared OMol25 entry of this formula, charge and spin), kcal per mole: 132.28

Each line ends with the Löwdin charge.
Cartesian coordinates (Å):
C: 2.976 -0.362 0.049  -0.111
N: 1.754 -0.469 -0.539  -0.157
N: 1.804 0.033 -1.820  0.028
C: 3.113 0.239 -2.120  0.029
C: 3.857 0.019 -0.955  -0.004
B: 0.458 0.283 -2.647  -0.421
N: -0.606 -0.816 -2.304  0.009
N: -1.077 -1.078 -1.023  -0.079
C: -1.987 -2.092 -1.152  -0.098
C: -1.942 -2.576 -2.453  -0.002
C: -1.076 -1.757 -3.150  0.015
Sn: 0.178 -0.946 0.869  1.504
N: -0.216 1.714 -2.464  -0.044
N: -0.944 1.951 -1.302  0.010
C: -1.463 3.165 -1.383  -0.141
C: -1.113 3.749 -2.621  -0.027
C: -0.325 2.793 -3.278  -0.053
H: -2.077 3.554 -0.567  0.116
H: 0.119 2.794 -4.266  0.129
H: -1.426 4.721 -2.951  0.102
H: 0.757 0.161 -3.813  0.125
H: -0.747 -1.799 -4.181  0.155
H: 3.420 0.519 -3.130  0.160
H: -2.449 -3.439 -2.850  0.127
H: 4.917 0.117 -0.803  0.123
H: -2.579 -2.516 -0.354  0.109
H: 3.087 -0.564 1.126  0.126
H: -1.847 -0.752 1.314  0.072
C: -1.582 -1.612 1.996  -0.063
H: -2.198 -2.435 1.625  0.086
H: -0.519 -2.141 2.068  0.071
H: -1.751 -1.245 3.015  0.116
Cl: 0.664 1.285 3.021  0.584
C: 0.067 1.232 1.385  -0.673
H: -0.949 1.626 1.339  0.034
H: 0.689 1.908 0.785  0.041

| no. | calculated total energy (eV) |
| --- | --- |
| 1 | -42806.7717 |
| 2 | -15187.0602 |
| 3 | -19274.2328 |
| 4 | -11660.0411 |
| 5 | -53848.8631 |
| 6 | -39615.9710 |